(1)
Entry from OMol25: an isolated molecule of C10H12S (ωB97M-V/def2-TZVPD).

Values from the calculation:
SMILES: CC1(C)[C@@H]2Cc3cscc3[C@@H]21
DFT total energy, eV: -21396.92236
Relative energy (zero: lowest compared OMol25 entry of this formula, charge and spin), kcal per mole: 42.0
Highest occupied orbital energy, Ha: -0.2881

Each line ends with the natural charge from an NBO analysis.
Positions of all 23 atoms, in Å:
H: -0.36004 -1.00860 1.88522  0.200
C: -0.73368 -0.86368 -0.51581  -0.204
H: 3.77790 -1.75851 -1.03347  0.243
C: -0.67342 0.45055 0.27476  -0.084
C: 0.60300 -1.92813 -2.55852  -0.407
C: 1.48625 -0.92923 0.81374  -0.451
H: 2.17777 -0.13882 0.96009  0.225
H: -1.64990 -1.42959 -0.48761  0.217
H: -0.70043 2.04935 -1.05800  0.209
C: 1.58964 -1.34697 -0.62340  -0.049
H: 0.85248 0.99893 -1.14544  0.220
C: -1.97498 0.97490 0.82073  -0.582
H: -2.48300 0.03929 1.14416  0.210
S: 2.25605 -2.29963 -2.83053  0.419
C: 2.71027 -1.64958 -1.29648  -0.410
H: -1.78329 1.53726 1.67264  0.213
H: 0.67582 2.20629 0.13197  0.205
H: 1.61617 -1.77005 1.53426  0.224
H: -2.49096 1.57383 -0.01149  0.213
H: 0.03154 -2.34631 -3.41027  0.238
C: 0.15665 1.46311 -0.52508  -0.595
C: 0.34614 -1.41146 -1.34576  -0.115
C: 0.03968 -0.45668 1.16797  -0.138

---

(2)
Entry from OMol25: the ion C10H13Br2N2 with charge +1 (ωB97M-V/def2-TZVPD).

Values from the calculation:
SMILES: CC1=N[C@@]2(C)C(Br)=CC(Br)=C[N@H+]2[C@@H]1C
DFT total energy, eV: -153637.04804
Relative energy (zero: lowest compared OMol25 entry of this formula, charge and spin), kcal per mole: 18.4
Charge: +1
Highest occupied orbital energy, Ha: -0.4651

Each line ends with the natural charge from an NBO analysis.
Positions of all 27 atoms, in Å:
N: 0.42845 0.91665 1.25462  -0.447
C: -0.55136 -1.64280 -1.11561  -0.123
H: 0.51612 1.34968 -3.08069  0.258
C: 1.04332 1.04573 -2.14615  -0.629
C: -1.19363 -0.89039 1.60358  -0.050
H: -0.66602 3.37922 0.93677  0.270
C: -2.04516 -1.68019 0.94008  -0.312
C: 0.31935 -0.43006 1.08783  0.296
H: 2.46940 -1.03006 1.37616  0.264
H: 0.95904 -2.26797 1.66639  0.250
H: -0.32715 -2.08582 -2.05711  0.251
C: 0.03648 0.64512 -1.05182  -0.134
H: -0.24770 3.41884 -0.81960  0.235
C: 0.12298 1.56706 0.23002  0.389
H: -1.01816 0.77485 -1.38127  0.257
H: 1.72694 0.14977 -2.41157  0.218
Br: -2.76482 -3.30282 -1.30304  0.195
H: -2.96267 -2.12809 1.36046  0.277
N: 0.33505 -0.66105 -0.50214  -0.410
C: 0.01889 3.07981 0.12389  -0.691
H: 1.23746 -0.94353 -0.81522  0.444
C: 1.41644 -1.24386 1.66958  -0.704
H: 1.58909 -0.96242 2.76884  0.285
H: 0.99535 3.57493 0.43943  0.270
H: 1.65958 1.84008 -1.70792  0.241
Br: -1.47122 -0.31096 3.35167  0.188
C: -1.62605 -2.16173 -0.41714  -0.086